The following is a DFT calculation (ωB97M-V/def2-TZVPD) of a structure of composition C36H42KN7O3PS.

Geometry (Å):
K1 -0.3859 -0.2135 0.7691
S1 -0.6906 0.2802 4.1193
P1 0.9420 -3.3152 1.0636
O1 -0.7531 -1.1351 4.4463
O2 -0.5165 1.1613 5.2630
O3 -0.0055 -2.3888 0.4255
N1 0.3332 0.5416 2.9085
N2 -3.0125 0.0115 0.3579
N3 0.1511 2.9271 0.2626
N4 -5.0253 0.3217 -0.5213
N5 2.0284 0.4686 0.7433
N6 -10.1257 2.8077 -4.1841
N7 0.5964 4.8971 -0.6184
C1 -4.6706 0.5225 4.1589
C2 -6.0718 0.8827 -1.2489
C3 -7.4092 0.6482 -0.8781
C4 0.5373 -5.0674 0.6718
C5 4.4263 -0.1887 3.4683
C6 -3.9582 2.2713 2.6804
C7 -3.7518 0.7805 -0.4051
C8 -8.4415 1.1549 -1.6196
C9 -0.8545 -2.1063 -4.7726
C10 -5.8144 1.6798 -2.3800
C11 0.5422 5.0669 0.7393
C12 1.6420 0.3163 3.1046
C13 2.8302 0.4793 -0.2905
C14 -2.6478 1.8215 2.7568
C15 0.9993 -3.2004 2.8767
C16 -4.9650 1.6337 3.3864
C17 -1.8465 -1.6058 -2.5467
C18 0.3602 3.5805 -0.8439
C19 3.5603 -0.1685 4.5391
C20 -9.2411 2.4226 -3.5414
C21 0.2651 3.8367 1.2634
C22 -8.1875 1.9326 -2.7763
C23 3.9279 0.0593 2.1801
C24 -6.8400 2.1912 -3.1279
C25 4.2207 0.3107 -0.1971
C26 -0.5361 -1.6482 -3.3277
C27 4.7624 0.0897 1.0407
C28 0.1770 -0.3426 -3.2310
C29 -2.3514 0.7366 3.5597
C30 2.5322 0.2881 1.9705
C31 0.7671 5.9340 -1.5926
C32 -3.3599 0.0864 4.2532
C33 2.6641 -3.1067 0.4815
C34 -3.8306 -0.9932 0.7608
C35 -5.0799 -0.8227 0.2353
C36 2.2085 0.0880 4.3665
H1 3.3237 -3.8791 0.8675
H2 -0.0142 -3.2674 3.2675
H3 5.8276 -0.0538 1.1783
H4 0.2702 5.6460 -2.5175
H5 2.3457 0.6338 -1.2431
H6 0.0508 -2.1847 -5.3695
H7 -1.8649 2.3118 2.2020
H8 -3.3988 1.6764 -0.8738
H9 0.3188 6.8568 -1.2243
H10 5.4850 -0.3757 3.6014
H11 -1.6425 -1.3605 -1.5084
H12 -5.9681 -1.4192 0.2961
H13 -4.7893 1.8636 -2.6636
H14 -0.3597 0.5250 -3.5984
H15 -1.5293 -1.4075 -5.2645
H16 2.6589 -3.1233 -0.6072
H17 0.1561 3.5457 2.2892
H18 -5.4532 0.0206 4.7118
H19 1.2280 -5.7531 1.1524
H20 1.5532 0.1292 5.2225
H21 3.9318 -0.3454 5.5423
H22 -5.9766 2.0157 3.3432
H23 -7.6156 0.0752 0.0154
H24 -2.5095 -0.8486 -2.9603
H25 0.5762 -5.1953 -0.4091
H26 -9.4696 0.9687 -1.3338
H27 3.0141 -2.1330 0.8127
H28 -6.6351 2.7919 -4.0044
H29 4.8393 0.3545 -1.0844
H30 0.3657 3.1353 -1.8194
H31 -0.4792 -5.2660 1.0061
H32 -2.3553 -2.5661 -2.5954
H33 1.3729 -2.2140 3.1442
H34 0.1111 -2.4135 -2.8766
H35 1.6324 -3.9638 3.3202
H36 1.8220 6.1240 -1.8060
H37 -3.0859 -0.7509 4.8784
H38 -4.2010 3.1319 2.0714
H39 -3.4854 -1.7670 1.4148
H40 1.2226 -0.3638 -3.5128
H41 0.6951 6.0242 1.1978
H42 -1.3328 -3.0852 -4.7539

As for the relative energy (zero: lowest compared OMol25 entry of this formula, charge and spin): 54.5 kcal per mole. The calculated total energy is -91036.5894 eV. The charge is -1. The largest force on an atom comes out at 2.73 eV/A. For the highest occupied orbital energy, the calculation gives -1.302 eV.